1.
Here is a molecular structure, C8H22N2O2PtS from OMol25. Energies are from ωB97M-V/def2-TZVPD.

As for the HOMO-LUMO gap (alpha / beta): 0.3752 / 0.2030 Ha. The calculation puts the highest occupied orbital energy (alpha / beta) at -24.076 / -24.427 eV. Its multiplicity is 5. As for the total energy: -29757.8002 eV. The value obtained for the largest force on an atom is 0.7 eV/A. The net charge is +4. Its expectation value of S² is 6.012. The LUMO energy (alpha / beta) comes out at -13.87 / -18.90 eV.

Structure (XYZ):
```
36
C8H22N2O2PtS ωB97M-V/def2-TZVPD
Pt 1.064 0.420 -0.135
N 0.731 2.455 -1.009
C 0.273 3.489 -0.041
C 1.147 3.529 1.195
C 0.824 2.379 2.174
C 1.993 1.502 2.573
N 2.542 0.779 1.377
H 1.673 2.667 -1.351
H 0.111 2.397 -1.821
H -0.771 3.299 0.210
H 0.291 4.450 -0.568
H 0.984 4.485 1.691
H 2.206 3.544 0.906
H 0.023 1.720 1.748
H 0.382 2.771 3.091
H 1.670 0.757 3.298
H 2.795 2.080 3.038
H 2.982 -0.099 1.668
H 3.274 1.317 0.902
O -0.432 -0.988 -0.679
S -1.320 -2.087 -0.036
C -1.052 -3.636 -0.981
C -2.419 -4.271 -1.089
C -3.496 -3.296 -1.021
C -3.009 -1.895 -0.742
H -0.306 -4.264 -0.493
H -0.671 -3.336 -1.967
H -2.599 -5.127 -0.347
H -2.522 -4.954 -1.996
H -4.334 -3.655 -0.330
H -4.169 -3.353 -1.949
H -3.648 -1.345 -0.048
H -2.901 -1.294 -1.656
O 2.720 0.071 -1.594
H 2.595 0.131 -2.559
H 3.371 -0.641 -1.459
```

2.
Here is 2 unconnected molecules or ions with the total composition C2H7N5 at a distorted geometry from OMol25. Energies are from ωB97M-V/def2-TZVPD.

As for the HOMO-LUMO gap: 0.3536 Ha. The calculation puts the highest occupied orbital energy at -8.945 eV. As for the total energy: -9632.7771 eV. The value obtained for the largest force on an atom is 5.1 eV/A. The LUMO energy comes out at 0.68 eV. The calculation puts the energy above the lowest of the compared OMol25 structures with the same formula, charge and spin at 507.66 kJ/mol.

Structure (XYZ):
```
14
C2H7N5 ωB97M-V/def2-TZVPD
C -0.382 -1.333 1.081
C -1.467 -0.051 -0.636
N 3.108 -1.324 0.335
N 2.567 -0.376 0.085
N -0.267 -0.707 -0.006
N 2.186 0.717 0.328
N 2.226 1.869 -0.456
H -1.415 -1.476 1.533
H 0.489 -1.763 1.599
H -2.415 -0.186 -0.127
H -1.053 0.941 -0.922
H -1.717 -0.532 -1.604
H 3.168 1.905 -1.038
H 1.483 1.901 -1.083
```

3.
Here is 3 unconnected molecules or ions with the total composition C22H46INO12P3 at a distorted geometry from OMol25. Energies are from ωB97M-V/def2-TZVPD.

As for the HOMO-LUMO gap: 0.2103 Ha. The calculation puts the highest occupied orbital energy at -4.883 eV. As for the total energy: -85589.3563 eV. The value obtained for the largest force on an atom is 8.4 eV/A. The net charge is -1. The LUMO energy comes out at 0.84 eV.

Structure (XYZ):
```
85
C22H46INO12P3 ωB97M-V/def2-TZVPD
C 1.840 -1.015 -0.052
C 0.853 -1.418 -0.609
C -0.375 -1.879 -1.264
C 0.067 -2.444 -2.634
C 1.130 -1.591 -3.354
O 2.442 -2.128 -3.184
C -0.807 -3.128 -0.330
O -1.041 -4.215 -0.862
O -0.871 -2.846 0.875
N -1.502 -0.928 -1.242
C -2.517 -0.943 -2.271
I -3.553 -2.831 -2.536
C -2.160 -0.318 -3.649
C -2.964 0.960 -3.906
P -1.369 0.673 -0.637
C 0.007 1.566 -1.462
O -0.770 0.641 0.887
H 2.545 -0.837 0.726
H -0.752 -2.560 -3.343
H 0.522 -3.426 -2.524
H 0.912 -1.634 -4.430
H 1.057 -0.534 -3.082
H 3.002 -1.400 -2.901
H -3.309 -0.302 -1.886
H -2.376 -1.057 -4.423
H -1.094 -0.101 -3.721
H -3.987 0.857 -3.542
H -2.931 1.251 -4.955
H -2.517 1.766 -3.316
H -0.076 2.599 -1.109
H 0.994 1.209 -1.171
H -0.135 1.590 -2.541
H -1.451 0.280 1.467
O -7.586 -2.053 3.423
P -6.649 -1.229 2.635
O -5.688 -0.440 3.682
C -5.268 -1.044 4.903
C -4.045 -1.925 4.738
O -7.568 -0.010 2.073
C -8.966 0.037 2.325
C -9.272 0.774 3.613
O -5.759 -1.175 1.335
C -4.357 -1.511 1.293
C -4.108 -2.998 1.232
H -6.084 -1.611 5.356
H -5.035 -0.223 5.583
H -4.237 -2.736 4.035
H -3.763 -2.364 5.697
H -3.193 -1.356 4.366
H -9.393 -0.966 2.330
H -9.413 0.567 1.481
H -8.680 0.385 4.441
H -10.330 0.681 3.867
H -9.031 1.834 3.513
H -3.823 -1.036 2.115
H -3.974 -1.050 0.382
H -4.650 -3.529 2.022
H -3.038 -3.203 1.326
H -4.450 -3.400 0.280
O 8.118 1.894 -1.850
P 6.769 1.814 -1.214
O 7.343 1.981 0.357
C 8.385 2.885 0.689
C 7.901 4.304 0.930
O 6.460 0.226 -1.268
C 7.187 -0.652 -2.129
C 8.416 -1.204 -1.437
O 5.259 1.976 -0.633
C 4.834 2.961 0.306
C 4.548 4.293 -0.363
H 9.161 2.883 -0.077
H 8.839 2.501 1.605
H 7.411 4.707 0.041
H 8.740 4.954 1.181
H 7.187 4.346 1.754
H 7.445 -0.154 -3.064
H 6.508 -1.467 -2.383
H 9.016 -0.408 -0.997
H 9.036 -1.757 -2.145
H 8.127 -1.876 -0.628
H 5.533 3.052 1.130
H 3.911 2.575 0.742
H 5.388 4.613 -0.985
H 4.346 5.062 0.384
H 3.677 4.211 -1.013
```

4.
Here is a molecular structure, C5H10N2O8 at a distorted geometry from OMol25. Energies are from ωB97M-V/def2-TZVPD.

As for the HOMO-LUMO gap (alpha / beta): 0.3301 / 0.1954 Ha. The calculation puts the highest occupied orbital energy (alpha / beta) at -9.771 / -8.125 eV. As for the total energy: -24695.6617 eV. The value obtained for the largest force on an atom is 5.1 eV/A. The LUMO energy (alpha / beta) comes out at -0.79 / -2.81 eV. The calculation puts the energy above the lowest of the compared OMol25 structures with the same formula, charge and spin at 354.78 kJ/mol.

Structure (XYZ):
```
25
C5H10N2O8 ωB97M-V/def2-TZVPD
H -1.141 -0.327 -2.400
O -0.296 -0.868 -2.414
C -0.179 -1.388 -1.155
C -1.432 -2.152 -0.796
O -2.493 -1.555 -1.530
C -0.047 -0.042 0.225
C 0.137 -0.660 1.607
C 1.125 0.916 -0.122
O 2.234 0.087 -0.386
N 3.332 1.080 -0.660
O 3.021 2.250 -0.505
O 4.380 0.592 -0.984
O -1.210 0.208 -0.200
O -0.493 3.407 1.939
N -1.692 3.144 1.869
O -2.560 3.348 2.775
H 0.835 -1.815 -0.998
H -1.358 -3.195 -1.121
H -1.571 -2.038 0.276
H -3.332 -1.727 -1.054
H 0.952 -1.393 1.644
H 0.340 0.149 2.328
H -0.797 -1.120 1.929
H 0.888 1.518 -0.998
H 1.356 1.581 0.731
```

5.
Here is 5 unconnected molecules or ions with the total composition C33H65Br2NO18P4 at a distorted geometry from OMol25. Energies are from ωB97M-V/def2-TZVPD.

As for the HOMO-LUMO gap: 0.2770 Ha. The calculation puts the highest occupied orbital energy at -9.260 eV. As for the SMILES: CCCCCCCCCCc1c([C@H](Br)[C@@H](C)Br)ccc2c1C(=O)NC2=O.COP(=O)(OC)OC.COP(=O)(OC)OC.COP(=O)(OC)OC.COP(=O)(OC)OC. As for the total energy: -250853.6144 eV. The value obtained for the largest force on an atom is 9.4 eV/A. The LUMO energy comes out at -1.72 eV.

Structure (XYZ):
```
123
C33H65Br2NO18P4 ωB97M-V/def2-TZVPD
C 9.225 2.940 4.532
C 8.463 4.367 4.957
C 8.457 5.311 3.586
C 7.039 6.105 3.356
C 5.766 5.123 2.964
C 4.729 5.789 1.875
C 3.191 6.015 2.475
C 2.120 4.868 1.896
C 0.867 5.508 1.060
C -0.370 6.081 1.962
C -0.447 5.520 3.498
C -0.820 3.948 3.922
C -1.197 2.817 2.748
Br -3.180 2.384 2.713
C -0.236 1.490 2.793
C -0.743 0.306 3.822
Br -0.332 0.655 0.934
C -0.841 3.568 5.544
C -0.474 4.671 6.742
C -0.124 6.214 6.313
C -0.139 6.587 4.716
C 0.213 8.192 4.702
O 0.639 8.976 3.674
N -0.031 8.660 6.151
C 0.240 7.553 7.191
O 0.627 7.708 8.462
H 8.464 2.171 4.038
H 9.580 2.417 5.537
H 10.123 3.122 3.794
H 7.337 4.177 5.287
H 9.101 4.887 5.791
H 8.808 4.649 2.686
H 9.321 6.113 3.764
H 7.223 6.910 2.507
H 6.763 6.671 4.367
H 5.251 4.766 3.956
H 6.259 4.159 2.463
H 5.226 6.821 1.541
H 4.755 5.105 0.918
H 2.861 7.111 2.233
H 3.307 5.915 3.657
H 1.826 4.103 2.734
H 2.761 4.245 1.106
H 0.438 4.665 0.369
H 1.272 6.431 0.419
H -1.373 5.756 1.404
H -0.418 7.271 1.987
H -0.984 3.350 1.704
H 0.914 1.752 2.934
H -1.831 -0.097 3.540
H -0.669 0.582 4.957
H -0.029 -0.637 3.671
H -1.108 2.477 5.947
H -0.472 4.349 7.869
H -1.092 8.686 6.131
C -0.417 4.938 -4.668
O -0.023 3.589 -4.532
P 1.230 3.297 -3.563
O 1.168 3.983 -2.232
O 2.511 3.689 -4.460
C 2.524 3.309 -5.820
O 1.282 1.691 -3.499
C 2.269 1.114 -2.667
H -1.030 5.032 -5.568
H -1.007 5.238 -3.799
H 0.455 5.590 -4.769
H 2.015 4.075 -6.413
H 2.035 2.343 -5.972
H 3.560 3.239 -6.157
H 3.224 1.085 -3.197
H 1.968 0.092 -2.423
H 2.381 1.675 -1.735
C -0.275 -2.709 -2.373
O -0.965 -3.810 -1.820
P -2.517 -3.964 -2.221
O -2.806 -3.820 -3.683
O -3.267 -2.890 -1.281
C -2.858 -2.772 0.067
O -2.925 -5.384 -1.583
C -4.245 -5.833 -1.811
H 0.631 -2.536 -1.786
H 0.004 -2.930 -3.406
H -0.892 -1.806 -2.340
H -2.020 -2.073 0.128
H -2.563 -3.738 0.483
H -3.689 -2.372 0.653
H -4.922 -5.361 -1.095
H -4.276 -6.917 -1.668
H -4.571 -5.609 -2.831
C 2.281 -8.032 -5.107
O 1.415 -7.848 -6.208
P 1.475 -6.415 -6.941
O 2.856 -5.922 -7.247
O 0.618 -5.451 -5.973
C -0.581 -5.948 -5.415
O 0.524 -6.616 -8.223
C 0.408 -5.523 -9.112
H 1.922 -8.880 -4.520
H 3.291 -8.246 -5.465
H 2.294 -7.144 -4.469
H -0.352 -6.486 -4.491
H -1.101 -6.614 -6.109
H -1.234 -5.105 -5.176
H -0.327 -4.813 -8.726
H 0.068 -5.895 -10.082
H 1.369 -5.020 -9.251
C -6.213 -8.380 1.958
O -7.286 -8.980 1.264
P -7.983 -8.097 0.111
O -7.031 -7.429 -0.833
O -8.940 -7.085 0.925
C -9.677 -7.589 2.020
O -9.010 -9.128 -0.576
C -9.753 -8.653 -1.679
H -6.055 -8.925 2.892
H -5.306 -8.436 1.352
H -6.438 -7.336 2.195
H -9.057 -7.549 2.920
H -10.005 -8.617 1.845
H -10.555 -6.958 2.173
H -10.619 -8.089 -1.323
H -10.103 -9.510 -2.261
H -9.142 -8.020 -2.328
```